# 1
The following is a DFT calculation (the ωB97M-V functional and the def2-TZVPD basis) of CH6O5SSi in the gas phase.

Computed properties:
- Highest occupied orbital energy: -9.110 eV
- Kohn-Sham gap: 9.429 eV
- Electronic energy: -30088.398 eV
- Max |F|: 3.87 eV Å⁻¹
- Relative energy (zero: lowest compared OMol25 entry of this formula, charge and spin): 0.0 kJ/mol

ORCA input file:
```
! RIJCOSX wB97M-V def2-TZVPD def2/J DEFGRID3
* xyz 0 1
S 1.309 1.421 0.508
Si -0.999 -0.630 0.634
O -1.861 -0.991 -0.671
O 0.228 -1.735 0.831
O 0.993 2.789 0.225
O -1.812 -0.650 2.016
O -0.229 0.829 0.719
C 1.518 0.719 -1.454
H 0.620 -2.206 0.170
H -1.408 -0.703 2.860
H 1.248 -0.297 -1.379
H 2.514 1.025 -1.717
H 0.708 1.274 -1.938
H -2.829 -0.843 -0.804
*
```

Atomic partial charges in e from the Löwdin method, atoms 1 to 4: S 0.9145; Si 0.0008; O -0.0466; O -0.0476



# 2
The following is a DFT calculation (the ωB97M-V functional and the def2-TZVPD basis) of a molecular structure, ClHf.

Computed properties:
- Highest occupied orbital energy: -30.328 eV
- Kohn-Sham gap: 8.742 eV
- Electronic energy: -13783.537 eV
- Max |F|: 4.28 eV Å⁻¹
- Relative energy (zero: lowest compared OMol25 entry of this formula, charge and spin): 43.4 kJ/mol

ORCA input file:
```
! RIJCOSX wB97M-V def2-TZVPD def2/J DEFGRID3
* xyz 3 1
Hf -0.795 0.834 -0.116
Cl 0.795 -0.834 0.116
*
```

The Löwdin scheme yields these atomic charges, measured in e: Hf 2.4163; Cl 0.5837



# 3
The following is a DFT calculation (the ωB97M-V functional and the def2-TZVPD basis) of 2 unconnected molecules or ions with the total composition C3H7O3.

Computed properties:
- Highest occupied orbital energy: -4.599 eV
- Kohn-Sham gap: 8.844 eV
- Electronic energy: -9366.961 eV
- Max |F|: 3.88 eV Å⁻¹
- Relative energy (zero: lowest compared OMol25 entry of this formula, charge and spin): 212.0 kJ/mol

ORCA input file:
```
! RIJCOSX wB97M-V def2-TZVPD def2/J DEFGRID3
* xyz -1 1
O 0.889 -1.478 -1.635
O 0.771 0.025 0.018
O -0.493 -0.980 1.978
C 1.361 0.858 -1.938
C 1.031 -0.346 -1.150
C -1.746 -0.316 2.006
H 1.114 0.706 -2.989
H -1.761 -0.020 3.155
H -2.519 -1.173 1.710
H 0.081 -0.712 1.155
H 0.483 1.640 -1.574
H -1.579 0.486 1.059
H 2.369 1.310 -1.794
*
```

Atomic partial charges in e from the Löwdin method, atoms 1 to 4: O -0.0448; O -0.0966; O -0.2784; C -0.0700



# 4
The following is a DFT calculation (the ωB97M-V functional and the def2-TZVPD basis) of a gas-phase ion, C12H21N2O3S (charge +1).

Computed properties:
- Highest occupied orbital energy: -11.024 eV
- Kohn-Sham gap: 7.520 eV
- Electronic energy: -32735.114 eV
- Max |F|: 0.89 eV Å⁻¹
- Relative energy (zero: lowest compared OMol25 entry of this formula, charge and spin): 1.2 kJ/mol
- SMILES string: CC(C)NC[C@@H](O)c1ccc([NH2+]S(C)(=O)=O)cc1

ORCA input file:
```
! RIJCOSX wB97M-V def2-TZVPD def2/J DEFGRID3
* xyz 1 1
S 4.405 -2.490 -1.644
O 5.374 -2.823 -2.617
O -1.934 1.347 -1.064
O 4.090 -3.346 -0.566
N 2.777 -2.565 -2.684
N -1.621 2.051 1.771
C 1.091 -2.328 -0.924
C -0.763 1.149 1.082
C -2.903 2.447 3.776
C 0.081 -1.608 -0.319
C 0.301 0.119 -1.978
C -2.751 1.557 2.541
C 1.698 -1.819 -2.067
C -0.330 -0.381 -0.840
C -4.068 1.527 1.757
C -1.395 0.415 -0.162
C 1.311 -0.593 -2.593
C 4.439 -0.764 -1.184
H 5.332 -0.635 -0.580
H -1.853 2.879 1.238
H -2.177 -0.267 0.206
H -1.967 2.484 4.325
H -2.608 1.864 -0.605
H 1.405 -3.278 -0.522
H -3.170 3.458 3.481
H -0.034 1.060 -2.383
H -4.310 2.525 1.391
H 4.510 -0.162 -2.080
H 1.777 -0.210 -3.489
H -0.416 0.385 1.783
H 3.557 -0.536 -0.599
H -3.679 2.060 4.430
H -2.499 0.542 2.867
H -4.030 0.841 0.913
H 2.970 -2.244 -3.638
H 0.100 1.716 0.722
H -4.876 1.205 2.408
H -0.406 -2.010 0.555
H 2.573 -3.570 -2.706
*
```

Atomic partial charges in e from the Löwdin method, atoms 1 to 4: S 0.7251; O -0.2341; O -0.0115; O -0.2264



# 5
The following is a DFT calculation (the ωB97M-V functional and the def2-TZVPD basis) of 6 unconnected molecules or ions with the total composition H11O5S.

Computed properties:
- Highest occupied orbital energy: -4.520 eV
- Kohn-Sham gap: 8.130 eV
- Electronic energy: -21253.535 eV
- Max |F|: 1.37 eV Å⁻¹
- Relative energy (zero: lowest compared OMol25 entry of this formula, charge and spin): 90.5 kJ/mol

ORCA input file:
```
! RIJCOSX wB97M-V def2-TZVPD def2/J DEFGRID3
* xyz -1 1
S -0.927 -0.018 -1.159
O 1.606 1.888 -2.081
O -2.029 -2.388 0.949
O 1.532 -1.341 0.119
O 0.265 3.495 0.157
O 0.350 -1.622 2.928
H -1.118 -2.746 0.891
H 2.029 -1.319 -0.687
H 1.432 2.108 -1.158
H 0.047 3.326 1.058
H -0.556 -1.404 2.703
H 1.015 1.112 -2.148
H 0.206 2.580 -0.183
H -2.002 -1.566 0.432
H 0.737 -1.382 2.079
H 0.599 -1.117 -0.084
H -1.735 1.036 -1.030
*
```

Atomic partial charges in e from the Löwdin method, atoms 1 to 4: S 0.1483; O -0.1267; O -0.1331; O -0.1301



# 6
The following is a DFT calculation (the ωB97M-V functional and the def2-TZVPD basis) of a molecular structure, C9H23N5NaO7.

Computed properties:
- Highest occupied orbital energy: -0.913 eV
- Kohn-Sham gap: 2.894 eV
- Electronic energy: -35906.672 eV
- Max |F|: 2.84 eV Å⁻¹
- Relative energy (zero: lowest compared OMol25 entry of this formula, charge and spin): 382.4 kJ/mol

ORCA input file:
```
! RIJCOSX wB97M-V def2-TZVPD def2/J DEFGRID3
* xyz -1 1
Na -15.410 8.866 -21.979
O -18.724 7.678 -24.110
O -14.761 10.892 -23.668
O -12.401 10.960 -19.277
O -17.798 9.140 -22.769
O -15.355 7.577 -19.732
O -13.548 7.686 -23.094
O -17.167 7.009 -22.657
N -15.407 11.144 -20.721
N -13.469 6.698 -25.198
N -15.035 8.505 -17.689
N -17.010 7.505 -18.117
N -11.640 7.631 -24.333
C -14.377 12.070 -20.340
C -15.793 7.854 -18.637
C -13.569 11.709 -19.039
C -12.953 7.346 -24.107
C -16.194 11.778 -21.837
C -15.411 12.057 -23.148
C -12.477 9.665 -19.894
C -13.773 11.252 -24.618
C -17.849 7.930 -23.206
H -14.363 6.240 -25.100
H -13.615 12.265 -21.098
H -14.820 13.070 -20.217
H -16.084 11.081 -19.969
H -13.176 12.136 -24.382
H -15.476 8.797 -16.839
H -11.192 7.330 -25.175
H -14.175 11.222 -18.266
H -11.096 8.205 -23.714
H -17.783 7.314 -18.736
H -13.175 12.625 -18.597
H -13.422 9.634 -20.438
H -17.092 11.170 -21.984
H -12.609 9.030 -19.021
H -14.071 11.272 -25.669
H -12.750 6.440 -25.838
H -11.677 9.447 -20.593
H -16.056 12.412 -23.955
H -16.641 12.755 -21.606
H -14.687 12.848 -22.930
H -14.187 8.851 -18.094
H -17.289 7.775 -17.193
H -13.085 10.403 -24.564
*
```

Atomic partial charges in e from the Löwdin method, atoms 1 to 4: Na 0.3496; O -0.2068; O -0.1730; O -0.2150



# 7
The following is a DFT calculation (the ωB97M-V functional and the def2-TZVPD basis) of a gas-phase ion, C7H14NO (charge -1).

Computed properties:
- Highest occupied orbital energy: -1.568 eV
- Kohn-Sham gap: 5.395 eV
- Electronic energy: -11019.979 eV
- Max |F|: 4.28 eV Å⁻¹
- Relative energy (zero: lowest compared OMol25 entry of this formula, charge and spin): 46.1 kJ/mol
- SMILES string: CC1(C)CC(C)(C)N1[O-]

ORCA input file:
```
! RIJCOSX wB97M-V def2-TZVPD def2/J DEFGRID3
* xyz -1 1
O -0.208 -2.056 -0.566
N -0.119 -0.768 -0.851
C 1.105 -0.007 -0.114
C 1.898 0.727 -1.170
C 0.076 0.766 0.772
C -1.794 1.033 -0.887
C -1.118 0.068 0.126
C 1.792 -0.962 0.757
C -2.020 -0.829 0.903
H -1.386 -0.976 1.913
H 2.226 -0.027 -1.836
H 2.155 -0.449 1.719
H -2.697 0.550 -1.188
H 0.012 1.877 0.706
H -2.201 1.962 -0.411
H 2.808 1.119 -0.750
H -2.988 -0.373 1.059
H -2.067 -1.796 0.248
H -1.027 1.007 -1.724
H 0.235 0.489 1.889
H 2.817 -1.215 0.333
H 1.481 1.563 -1.730
H 1.020 -1.704 0.803
*
```

Atomic partial charges in e from the Löwdin method, atoms 1 to 4: O -0.3643; N -0.1956; C -0.5179; C -0.0621